[1]
A single C2H4INOS molecule in a non-equilibrium geometry. Source: the Open Molecules 2025 dataset; level of theory: ωB97M-V/def2-TZVPD.

Values from the calculation:
Relative energy (zero: lowest compared OMol25 entry of this formula, charge and spin) = 4.118 eV
Structure (SMILES) = CO/N=C/SI
LUMO (alpha / beta) = -0.1114 / -0.1113 Eh
Kohn-Sham gap (alpha / beta) = 0.2073 / 0.2071 hartree
HOMO (alpha / beta) = -8.67 / -8.67 eV
Largest force on an atom = 0.0969 Eh/bohr

Last column: Löwdin charge in e.
CARTESIAN COORDINATES (ANGSTROEM)
C 2.66908 -0.11778 -0.09990  -0.66
C -0.88122 -0.08172 0.15122  0.00
N 1.48536 -0.64192 -0.05925  -0.06
O 0.53328 0.35542 -0.11818  -0.27
S 4.22710 -0.84454 -0.09382  0.41
I 6.75963 0.20392 0.01420  0.25
H 2.55365 0.98140 0.13126  0.10
H -1.21255 0.79809 -0.25019  0.05
H -0.95358 -0.28826 1.23955  0.10
H -0.93646 -0.92480 -0.56118  0.09

---

[2]
A molecular structure, C2H4LiORb in a non-equilibrium geometry. Source: the Open Molecules 2025 dataset; level of theory: ωB97M-V/def2-TZVPD.

Values from the calculation:
Relative energy (zero: lowest compared OMol25 entry of this formula, charge and spin) = 0.000 eV
LUMO = -0.0113 Eh
Kohn-Sham gap = 0.2254 hartree
HOMO = -6.44 eV
Largest force on an atom = 0.0783 Eh/bohr

Last column: Löwdin charge in e.
CARTESIAN COORDINATES (ANGSTROEM)
C -3.14702 -0.11664 -1.22381  -0.30
H -2.70313 0.04880 -2.22202  -0.01
H -4.24541 -0.02544 -1.24824  0.01
C -2.41192 -0.24195 -0.09604  -0.34
H -3.05139 -0.35128 0.79863  -0.04
H 0.86839 -1.69494 0.51459  -0.08
Rb 0.35446 1.00062 0.63313  1.02
O 0.49604 -1.08604 -0.17364  -0.91
Li -0.85804 -1.28272 -1.31398  0.64

---

[3]
A molecular structure, C2H4LiOZn in a non-equilibrium geometry. Source: the Open Molecules 2025 dataset; level of theory: ωB97M-V/def2-TZVPD.

Values from the calculation:
Relative energy (zero: lowest compared OMol25 entry of this formula, charge and spin) = 1.458 eV
Charge = +1
LUMO (alpha / beta) = -0.1859 / -0.2375 Eh
Kohn-Sham gap (alpha / beta) = 0.3140 / 0.1899 hartree
HOMO (alpha / beta) = -13.60 / -11.63 eV
Largest force on an atom = 0.0636 Eh/bohr

Last column: Löwdin charge in e.
CARTESIAN COORDINATES (ANGSTROEM)
C 0.00735 -0.30845 0.08285  -0.42
H -0.52828 -1.26616 0.07885  0.10
C 1.38448 -0.40881 0.10057  -0.05
H 1.86072 -1.14447 0.74804  0.08
H 1.97383 -0.01592 -0.74129  0.07
O -0.61320 0.80793 -0.36910  -0.51
Li -2.44905 1.07503 -0.49212  0.75
Zn 0.77248 1.85012 0.21021  0.80
H -2.40832 -0.58928 0.38198  0.17

---

[4]
2 unconnected molecules or ions with the total composition C2H4N2 in a non-equilibrium geometry. Source: the Open Molecules 2025 dataset; level of theory: ωB97M-V/def2-TZVPD.

Values from the calculation:
Relative energy (zero: lowest compared OMol25 entry of this formula, charge and spin) = 1.816 eV
LUMO = 0.0255 Eh
Kohn-Sham gap = 0.4244 hartree
HOMO = -10.85 eV
Largest force on an atom = 0.0243 Eh/bohr

Last column: Löwdin charge in e.
CARTESIAN COORDINATES (ANGSTROEM)
N 0.01498 -0.98933 0.04134  0.00
C -0.44803 -0.62574 -1.08158  -0.09
C 0.64279 2.56437 1.62751  -0.12
N 0.67768 1.43552 1.30976  0.01
H 0.60736 0.46037 0.99459  -0.01
H -0.22863 -1.95241 0.27341  0.06
H -1.04098 -1.26560 -1.74165  0.07
H -0.25219 0.39391 -1.41992  0.07

---

[5]
A single C2H4N2 molecule in a non-equilibrium geometry. Source: the Open Molecules 2025 dataset; level of theory: ωB97M-V/def2-TZVPD.

Values from the calculation:
Relative energy (zero: lowest compared OMol25 entry of this formula, charge and spin) = 2.264 eV
Structure (SMILES) = C=NN=C
LUMO = 0.0417 Eh
Kohn-Sham gap = 0.4044 hartree
HOMO = -9.87 eV
Largest force on an atom = 0.0407 Eh/bohr

Last column: Löwdin charge in e.
CARTESIAN COORDINATES (ANGSTROEM)
C -1.41079 0.01194 0.10002  -0.06
C 1.43334 0.07661 -0.08507  -0.07
H -2.43495 0.00256 -0.29619  0.07
H -1.31649 0.65990 0.96781  0.07
H 1.08456 0.81757 -0.85678  0.08
H 2.52662 0.10178 0.23252  0.08
N -0.54073 -0.78752 -0.32784  -0.10
N 0.65844 -0.88284 0.26552  -0.07

---

[6]
A single C2H4N2 molecule in a non-equilibrium geometry. Source: the Open Molecules 2025 dataset; level of theory: ωB97M-V/def2-TZVPD.

Values from the calculation:
Relative energy (zero: lowest compared OMol25 entry of this formula, charge and spin) = 2.700 eV
Structure (SMILES) = CC1N=N1
LUMO = 0.0343 Eh
Kohn-Sham gap = 0.3834 hartree
HOMO = -9.50 eV
Largest force on an atom = 0.0595 Eh/bohr

Last column: Löwdin charge in e.
CARTESIAN COORDINATES (ANGSTROEM)
C -1.13590 0.45570 -0.19075  -0.39
C 0.15579 -0.10591 0.30630  -0.11
N -2.31623 -0.52141 -0.46641  0.12
N -2.36569 0.22458 0.46788  0.02
H -1.00286 1.26578 -0.86451  0.09
H 0.87013 0.78499 0.69063  0.11
H 0.83417 -0.42474 -0.55632  0.08
H -0.12615 -0.89849 1.00044  0.06

---

[7]
2 unconnected molecules or ions with the total composition C2H4N2O in a non-equilibrium geometry. Source: the Open Molecules 2025 dataset; level of theory: ωB97M-V/def2-TZVPD.

Values from the calculation:
Relative energy (zero: lowest compared OMol25 entry of this formula, charge and spin) = 1.328 eV
Structure (SMILES) = N=C=O.C=N
LUMO = 0.0261 Eh
Kohn-Sham gap = 0.4071 hartree
HOMO = -10.37 eV
Largest force on an atom = 0.1084 Eh/bohr

Last column: Löwdin charge in e.
CARTESIAN COORDINATES (ANGSTROEM)
C -2.18180 1.62584 0.10261  -0.48
C 1.59629 -1.00584 -0.25495  -0.12
N -1.02293 1.50772 -0.03792  0.19
N 0.55783 -1.18011 0.47506  0.02
O -3.20938 2.11844 0.17567  0.16
H 2.37614 -1.67302 -0.57527  0.05
H 1.83485 -0.07184 -0.84528  0.08
H -0.42183 0.64496 -0.13443  0.05
H 0.47082 -1.96617 1.09450  0.05

---

[8]
2 unconnected molecules or ions with the total composition C2H4N2O in a non-equilibrium geometry. Source: the Open Molecules 2025 dataset; level of theory: ωB97M-V/def2-TZVPD.

Values from the calculation:
Relative energy (zero: lowest compared OMol25 entry of this formula, charge and spin) = 5.883 eV
LUMO (alpha / beta) = 0.0079 / -0.0074 Eh
Kohn-Sham gap (alpha / beta) = 0.3529 / 0.3389 hartree
HOMO (alpha / beta) = -9.39 / -9.42 eV
Largest force on an atom = 0.0673 Eh/bohr

Last column: Löwdin charge in e.
CARTESIAN COORDINATES (ANGSTROEM)
C -0.32813 -2.03369 0.93033  -0.02
C 0.37212 1.91254 -0.88866  -0.13
N 0.18583 -1.78608 -0.18753  -0.14
N -0.24878 1.14018 -0.11867  0.12
O 0.49130 -0.73957 -0.76227  -0.06
H -0.64029 -1.15774 1.41184  0.05
H -0.38760 -3.13872 1.11821  0.09
H 0.01464 2.83915 -1.10957  0.03
H 1.23255 1.80358 -1.44067  0.04

---

[9]
2 unconnected molecules or ions with the total composition C2H4N2O in a non-equilibrium geometry. Source: the Open Molecules 2025 dataset; level of theory: ωB97M-V/def2-TZVPD.

Values from the calculation:
Relative energy (zero: lowest compared OMol25 entry of this formula, charge and spin) = 3.194 eV
LUMO = 0.0301 Eh
Kohn-Sham gap = 0.3337 hartree
HOMO = -8.26 eV
Largest force on an atom = 0.0678 Eh/bohr

Last column: Löwdin charge in e.
CARTESIAN COORDINATES (ANGSTROEM)
C -0.51107 -0.28141 0.68247  -0.01
C 1.70795 0.30590 -0.16625  -0.07
N -3.75649 0.06330 -1.00486  0.00
N -3.71982 0.06155 0.10779  0.00
O 0.35543 0.55071 0.27130  -0.23
H -0.13719 -1.32475 0.69526  0.00
H 2.27606 0.30086 0.80151  0.10
H 1.80068 1.07228 -0.95660  0.10
H 1.98445 -0.74844 -0.43062  0.10

---

[10]
2 unconnected molecules or ions with the total composition C2H4N2O in a non-equilibrium geometry. Source: the Open Molecules 2025 dataset; level of theory: ωB97M-V/def2-TZVPD.

Values from the calculation:
Relative energy (zero: lowest compared OMol25 entry of this formula, charge and spin) = 1.162 eV
Structure (SMILES) = N=C=O.C=N
LUMO = 0.0311 Eh
Kohn-Sham gap = 0.4099 hartree
HOMO = -10.31 eV
Largest force on an atom = 0.0596 Eh/bohr

Last column: Löwdin charge in e.
CARTESIAN COORDINATES (ANGSTROEM)
C 0.88439 -0.14473 -0.20242  -0.14
C -3.54387 0.24727 -0.16349  -0.46
N 0.04304 -0.05154 0.71465  0.01
N -3.01445 0.78495 -1.04929  0.22
O -4.25951 -0.21370 0.61849  0.15
H 1.89024 -0.55213 -0.00591  0.07
H 0.43166 0.15758 -1.15632  0.05
H 0.30083 -0.42698 1.59778  0.03
H -2.15153 1.01323 -1.46224  0.07

---

[11]
A single C2H4N2O molecule in a non-equilibrium geometry. Source: the Open Molecules 2025 dataset; level of theory: ωB97M-V/def2-TZVPD.

Values from the calculation:
2S+1 = 3
Relative energy (zero: lowest compared OMol25 entry of this formula, charge and spin) = 2.296 eV
LUMO (alpha / beta) = 0.0469 / -0.1450 Eh
Kohn-Sham gap (alpha / beta) = 0.2136 / 0.2512 hartree
HOMO (alpha / beta) = -4.54 / -10.78 eV
Largest force on an atom = 0.2207 Eh/bohr

Last column: Löwdin charge in e.
CARTESIAN COORDINATES (ANGSTROEM)
C 0.54566 -0.45141 0.01066  -0.19
C 2.99094 0.05505 0.07490  -0.49
N 1.83929 0.21148 -0.01516  0.17
N -0.72089 0.47108 -0.03842  0.02
O 4.13178 0.04637 -0.05519  0.21
H 0.46665 -0.97924 -0.88624  0.10
H 0.60216 -1.10805 0.81926  0.09
H -1.03864 0.71149 0.95429  0.09
H -0.50364 1.30888 -0.45149  0.00

---

[12]
A single C2H4N2O2 molecule in a non-equilibrium geometry. Source: the Open Molecules 2025 dataset; level of theory: ωB97M-V/def2-TZVPD.

Values from the calculation:
Relative energy (zero: lowest compared OMol25 entry of this formula, charge and spin) = 0.893 eV
Structure (SMILES) = NC(=O)NC=O
LUMO = 0.0199 Eh
Kohn-Sham gap = 0.3957 hartree
HOMO = -10.23 eV
Largest force on an atom = 0.0640 Eh/bohr

Last column: Löwdin charge in e.
CARTESIAN COORDINATES (ANGSTROEM)
N -0.20967 0.16946 1.79905  0.11
C 0.52906 0.17088 0.58242  -0.53
O 1.71617 0.25276 0.31334  0.06
N -0.41376 0.08989 -0.51265  0.09
C 0.10022 -0.32580 -1.74962  -0.30
O -0.55537 -0.83378 -2.62931  0.05
H -1.12926 0.55324 1.52544  0.09
H 0.12365 0.39529 2.81634  0.16
H -1.34467 -0.30063 -0.35474  0.14
H 1.18363 -0.17131 -1.79028  0.13